Computed, not measured: a cluster of 2 separate species, C9H13BrNO7S in total, with wB97M-V/def2-TZVPD.

Values from the calculation:
Gap between HOMO and LUMO = 2.113 eV
Net charge = -1
Max |F| = 3.3 eV Å⁻¹
Electronic energy = -106237.0737 eV
Energy relative to the best compared isomer or geometry (same formula, charge and spin) = 0.0 kJ/mol

```
32
C9H13BrNO7S (wB97M-V/def2-TZVPD)
O -0.95736 0.95454 3.64131
C -1.70792 0.98904 2.41701
C -0.94218 0.14553 1.28813
O -1.92358 -0.68919 0.67522
C -1.53970 -1.14794 -0.61802
O -0.12484 -1.24390 -0.82728
C 0.30156 -0.70275 -2.06342
C 0.97233 0.69627 -1.76204
C 0.13762 1.91418 -1.82256
C 0.76699 3.23696 -1.54130
C 2.24345 3.22779 -1.23041
C 2.97493 1.98934 -1.17325
N 2.32880 0.75800 -1.43407
Br 3.42392 -0.76047 -1.31624
H -0.05409 1.23491 3.39924
H -2.74496 0.57696 2.50367
H -1.82149 2.07422 2.09148
H -0.08291 -0.43516 1.74656
H -0.47597 0.90803 0.59966
H -1.94699 -2.20356 -0.70727
H -2.09468 -0.52062 -1.37729
H -0.51013 -0.53690 -2.81962
H 1.04930 -1.39572 -2.55565
H -0.95572 1.86987 -2.05433
H 0.19894 4.19503 -1.55186
H 2.78732 4.18262 -1.04074
H 4.06893 1.98910 -0.94221
O 0.16835 -5.42142 1.32836
S -0.67429 -4.26484 1.69737
O 0.17631 -3.05015 1.83571
O -1.35710 -4.53695 2.97791
O -1.68485 -4.03282 0.63596
```

---

Computed, not measured: the molecule C20H22FN3O5S, with wB97M-V/def2-TZVPD.

Values from the calculation:
Gap between HOMO and LUMO = 8.965 eV
Net charge = 0
Max |F| = 1.1 eV Å⁻¹
Electronic energy = -49357.7250 eV
Energy relative to the best compared isomer or geometry (same formula, charge and spin) = 96.5 kJ/mol

```
52
C20H22FN3O5S (wB97M-V/def2-TZVPD)
C -2.78835 0.76144 -1.24835
O -1.57279 0.08523 -1.49110
C -1.39574 -1.14259 -0.94343
C -2.27564 -1.76363 -0.05880
C -1.99606 -3.01284 0.46416
C -0.82470 -3.68180 0.11841
N -0.48952 -4.94565 0.60501
C -1.19118 -5.74720 1.46449
C -0.48423 -7.06015 1.72395
O -2.25042 -5.44928 1.96324
C 0.05747 -3.06183 -0.76447
C -0.22572 -1.81875 -1.28346
S 0.94842 -1.13338 -2.46483
O 1.97369 -2.12513 -2.62059
O 0.26927 -0.66597 -3.63397
N 1.67917 0.17502 -1.74753
C 1.15176 1.50255 -1.95529
C 0.65437 2.12526 -0.65457
N 1.72724 2.15569 0.32204
C 1.73839 2.94734 1.41518
O 2.65195 2.95028 2.21851
C 0.56514 3.87080 1.58227
C 0.77632 5.24525 1.57520
C -0.26778 6.12421 1.80143
C -1.54017 5.64237 2.06107
C -1.77055 4.27826 2.09572
C -0.71739 3.41543 1.85774
F -0.96148 2.08348 1.89859
C 2.80735 1.20513 0.13262
C 2.25443 -0.08854 -0.44596
H -3.64666 0.17249 -1.58183
H -2.73213 1.67886 -1.83170
H -2.90116 1.00936 -0.18797
H -3.19202 -1.27775 0.23376
H -2.68973 -3.47789 1.14483
H 0.38439 -5.30778 0.24879
H -1.07658 -7.65323 2.41430
H -0.36198 -7.61068 0.79354
H 0.49730 -6.88040 2.15736
H 0.97559 -3.53367 -1.07922
H 0.33788 1.41197 -2.67528
H 1.93624 2.13223 -2.39280
H 0.30195 3.14333 -0.84554
H -0.18153 1.52837 -0.27824
H 1.77420 5.61284 1.39154
H -0.08640 7.18769 1.78395
H -2.35415 6.32632 2.24542
H -2.74814 3.87622 2.31086
H 3.56280 1.62015 -0.54371
H 3.27031 1.03556 1.10766
H 1.50233 -0.50446 0.24250
H 3.04698 -0.82819 -0.57856
```

---

Computed, not measured: a structure of composition C35H29N9OReS2, with wB97M-V/def2-TZVPD.

Values from the calculation:
Gap between HOMO and LUMO (spin up / spin down) = 7.157 / 6.155 eV
<S²> = 3.77
Net charge = +2
Max |F| = 2.0 eV Å⁻¹
Spin multiplicity = 4
Electronic energy = -76012.7142 eV
Energy relative to the best compared isomer or geometry (same formula, charge and spin) = 18.7 kJ/mol

```
77
C35H29N9OReS2 (wB97M-V/def2-TZVPD)
Re 0.30574 -0.03064 -0.07621
C -0.52669 -3.26176 -6.40734
C -0.61473 -2.70717 -5.02870
C -1.60173 -3.15822 -4.14873
C -1.69746 -2.62346 -2.89417
C -0.87143 -1.56481 -2.44868
N -1.06555 -1.07648 -1.19160
C -2.33878 -1.17528 -0.64558
C -3.47030 -0.81170 -1.39199
C -4.72961 -0.82960 -0.84240
C -4.93623 -1.24268 0.47145
C -6.30499 -1.32738 1.05110
C -3.82421 -1.58936 1.23090
C -2.54356 -1.55407 0.69688
N -1.45942 -1.96195 1.49748
C -1.47363 -2.94157 2.41973
C -0.22092 -2.99674 2.99173
C 0.50679 -1.99844 2.35222
N -0.25236 -1.38059 1.45127
C 0.13747 -1.10445 -3.33621
C 0.25616 -1.72294 -4.58156
N 0.95819 0.01747 -3.06865
C 1.76214 0.61890 -3.97484
C 2.33598 1.72091 -3.38549
C 1.81936 1.74478 -2.09671
N 0.99150 0.71795 -1.91338
H -1.52807 -3.39526 -6.81322
H 0.04050 -2.61299 -7.06912
H -0.04509 -4.24038 -6.39350
H -2.28064 -3.93643 -4.45995
H -2.41975 -3.01489 -2.19556
H -3.33852 -0.48503 -2.41096
H -5.57122 -0.51212 -1.43779
H -7.06274 -1.22643 0.28048
H -6.43868 -2.28455 1.54914
H -6.46239 -0.54596 1.79279
H -3.96261 -1.87749 2.26213
H -2.33277 -3.55736 2.59203
H 0.11987 -3.67188 3.74958
H 1.52502 -1.71112 2.52964
H 1.03342 -1.42676 -5.26413
H 1.89160 0.26447 -4.97393
H 3.02265 2.40676 -3.83637
H 1.99575 2.46134 -1.31652
N -2.50207 3.12481 0.89989
C -2.72105 3.10362 -0.45397
C -3.51841 3.88470 -1.27819
C -3.47120 3.61912 -2.63158
C -2.65475 2.60793 -3.14016
C -1.87888 1.81778 -2.32051
C -1.90656 2.06364 -0.94838
N -1.22450 1.48751 0.11273
C -1.60416 2.16391 1.20175
C -1.13180 1.96383 2.54888
C -1.17648 2.87262 3.58553
S -0.44591 2.22742 4.98476
C -0.14091 0.77525 4.09692
N -0.53820 0.78495 2.87573
H -2.92641 3.75343 1.56284
H -4.14005 4.67287 -0.88678
H -4.06791 4.20304 -3.31291
H -2.62580 2.45019 -4.20758
H -1.27336 1.03949 -2.74682
H -1.55505 3.87554 3.58830
H 0.34644 -0.06438 4.55137
O 1.99940 -1.32253 -0.35347
N 3.11471 -1.06847 0.30422
C 4.11623 -1.96202 0.19872
C 5.30265 -1.78787 0.86380
C 5.48311 -0.65358 1.65727
C 4.46332 0.26423 1.73846
C 3.26108 0.05347 1.05801
S 1.97915 1.19060 1.17070
H 3.90302 -2.81118 -0.43333
H 6.07690 -2.53049 0.76625
H 6.40495 -0.49850 2.19223
H 4.55150 1.16567 2.32262
```

---

Computed, not measured: the molecule C4H8N2, with wB97M-V/def2-TZVPD.

Values from the calculation:
Gap between HOMO and LUMO = 10.724 eV
Net charge = 0
Max |F| = 3.3 eV Å⁻¹
Electronic energy = -7255.8755 eV
Energy relative to the best compared isomer or geometry (same formula, charge and spin) = 193.0 kJ/mol

```
14
C4H8N2 (wB97M-V/def2-TZVPD)
C 2.03756 0.04094 0.42397
C 0.52261 0.25822 0.45433
N -0.20315 -0.69930 -0.30573
C -1.50799 -0.17123 -0.49830
C -2.33546 -0.26754 0.71286
N -2.96659 -0.21911 1.68103
H 2.39528 -0.13276 -0.59998
H 2.39771 -0.80137 1.03881
H 2.51492 0.94436 0.80197
H 0.12566 0.29558 1.47518
H -0.00311 1.35215 0.00643
H 0.24914 -0.92627 -1.18449
H -2.01152 -0.67872 -1.34256
H -1.22079 1.07843 -0.52383
```

---

Computed, not measured: a cluster of 2 separate species, C16H31B2BrF5INO10P2 in total, with wB97M-V/def2-TZVPD.

Values from the calculation:
Gap between HOMO and LUMO = 6.658 eV
Net charge = -1
Max |F| = 1.5 eV Å⁻¹
Electronic energy = -150730.8500 eV

```
69
C16H31B2BrF5INO10P2 (wB97M-V/def2-TZVPD)
C -1.30184 1.78515 3.57528
C -0.86364 1.48645 2.13257
C 0.11825 0.32589 1.96964
I 1.67131 0.51778 3.44252
C 0.59634 0.23248 0.48636
C -0.69756 -0.03363 -0.32171
C -1.12938 1.16565 -1.15088
C -2.49706 0.90222 -1.80434
C -3.69721 1.31038 -0.99806
F -3.83753 0.56593 0.14319
F -4.82298 1.03644 -1.75295
C -3.78578 2.83241 -0.62487
F -2.88049 3.56339 -1.31139
F -5.02140 3.32462 -0.92556
F -3.59055 3.00596 0.70971
O 1.18591 1.45230 0.16383
B 2.63896 1.34945 -0.09073
C 3.07863 1.85739 -1.60036
B 4.32441 2.78019 -1.67180
O 4.18050 4.16098 -1.81628
O 5.63306 2.25107 -1.69976
P 3.84700 2.54049 1.03971
O 4.54280 1.61730 2.24741
Br 2.48771 4.04205 2.11509
O 2.90619 -0.09587 0.22756
C 1.71347 -0.79721 0.14345
C 1.70101 -2.19223 0.84037
C 2.49285 -2.42108 2.09894
C 1.72422 -2.93144 3.30202
N 3.74667 -2.25176 2.10862
P 1.64705 -1.24077 -1.68220
O 1.03578 -0.27421 -2.60444
O 0.84473 -2.66228 -1.79539
O 3.15240 -1.55497 -2.08474
H -1.39880 0.86353 4.13949
H -2.29457 2.22829 3.52771
H -0.64634 2.48932 4.06393
H -1.77581 1.26246 1.59749
H -0.36718 2.37002 1.74701
H -0.40555 -0.59593 2.21924
H -1.50831 -0.34158 0.33102
H -0.56142 -0.84904 -1.02507
H -1.13054 2.07136 -0.56062
H -0.41661 1.31377 -1.94894
H -2.60630 -0.16061 -1.99684
H -2.56094 1.44563 -2.73899
H 2.22283 2.42036 -1.97225
H 3.21374 1.01673 -2.27075
H 4.81169 4.62066 -1.26875
H 6.11207 2.63957 -0.96848
H 4.49970 2.09079 3.07823
H 0.66766 -2.49679 0.95118
H 2.13372 -2.90407 0.14129
H 0.65612 -2.79451 3.15971
H 1.99463 -2.38486 4.19397
H 1.87860 -3.99915 3.42317
H 4.09779 -2.46920 3.03909
H 1.33205 -3.20661 -2.41913
H 3.72425 -1.57981 -1.30468
C -4.29277 -3.21456 -2.86125
C -4.88910 -3.17442 -1.47044
O -4.01522 -2.49535 -0.57241
O -3.02546 -3.85118 -2.85310
H -4.94004 -3.77182 -3.53955
H -4.17734 -2.19189 -3.24648
H -4.99654 -4.18617 -1.08094
H -5.87150 -2.69058 -1.48178
H -4.02685 -1.55952 -0.79673
H -2.58156 -3.56539 -2.04609
```

---

Computed, not measured: the molecule C5H8O, with wB97M-V/def2-TZVPD.

Values from the calculation:
Gap between HOMO and LUMO = 9.669 eV
Net charge = 0
Max |F| = 0.6 eV Å⁻¹
Electronic energy = -7359.7968 eV
Energy relative to the best compared isomer or geometry (same formula, charge and spin) = 237.2 kJ/mol

```
14
C5H8O (wB97M-V/def2-TZVPD)
C -1.55038 -0.34583 -0.56881
C -0.91426 0.82452 -0.54406
C 0.03392 1.26988 0.55997
C 1.18770 0.36962 0.20342
C 1.21965 -0.86328 0.70982
O 1.47541 -1.95974 -0.07245
H -1.54151 -1.01718 0.28721
H -2.10133 -0.67212 -1.44256
H -0.88258 1.42200 -1.45111
H -0.36155 1.03046 1.55282
H 0.23536 2.34466 0.51350
H 1.60000 0.52309 -0.79504
H 0.87276 -1.10606 1.71399
H 0.85222 -1.83207 -0.80978
```

---

Computed, not measured: the molecule C10H21I2N3O2S, with wB97M-V/def2-TZVPD.

Values from the calculation:
Gap between HOMO and LUMO = 4.260 eV
Net charge = 0
Max |F| = 1.9 eV Å⁻¹
Electronic energy = -46309.8033 eV

```
39
C10H21I2N3O2S (wB97M-V/def2-TZVPD)
C -1.67692 0.08002 2.75298
C -2.78045 0.28364 1.71146
O -2.48539 1.34896 0.80239
C -3.04408 -0.97168 0.88821
O -1.83212 -1.63334 0.50781
C -1.59692 -1.68611 -0.86608
N -0.98427 -0.40576 -1.25238
C 0.22364 -0.47233 -0.55052
N 0.87090 0.55494 -0.11696
C 0.49972 1.94360 -0.32064
C 1.73512 2.74482 -0.80582
C 2.54178 1.88026 -1.77972
S 3.87893 1.11554 -0.82350
N 0.65327 -1.75858 -0.36834
C 1.19383 -2.14801 0.94975
C -0.36216 -2.58525 -0.99858
I 0.26844 -2.75431 -3.09648
H -1.56269 -0.98056 2.97737
H -1.95271 0.57186 3.68435
H -0.71610 0.47753 2.43379
H -3.69231 0.56775 2.24107
H -2.91469 2.15629 1.08880
H -3.61554 -0.66893 0.01233
H -3.62542 -1.64178 1.52224
H -2.39829 -2.06988 -1.49305
H -0.92857 -0.22830 -2.24718
H 1.74462 0.39609 0.39212
H 0.08916 2.39069 0.58320
H -0.27541 2.03257 -1.07572
H 2.30980 2.98517 0.08806
H 1.35394 3.65199 -1.26915
H 2.97573 2.51417 -2.55527
H 1.91474 1.14779 -2.29007
H 4.14333 0.02526 -1.54045
H 2.28203 -2.15469 0.92547
H 0.80806 -3.12128 1.22699
H 0.90178 -1.39296 1.67955
H -0.44615 -3.63012 -0.73692
I 6.50136 1.43495 -2.28110
```

---

Computed, not measured: the molecule C3H9B3F3N3, with wB97M-V/def2-TZVPD.

Values from the calculation:
Gap between HOMO and LUMO = 10.026 eV
Net charge = 0
Max |F| = 2.8 eV Å⁻¹
Electronic energy = -17919.3497 eV
Energy relative to the best compared isomer or geometry (same formula, charge and spin) = 40.7 kJ/mol

```
21
C3H9B3F3N3 (wB97M-V/def2-TZVPD)
C -2.12234 -0.00204 1.91486
N -1.14720 0.15515 0.90579
B 0.17209 0.56809 1.24152
F 0.53374 0.49319 2.53240
N 1.21617 0.66286 0.26807
C 2.36455 1.43622 0.50779
B 0.93563 0.22397 -1.04702
F 1.98838 0.23359 -1.97360
N -0.26763 -0.52170 -1.24717
C -0.26242 -1.30204 -2.42207
B -1.36931 -0.55258 -0.31036
F -2.25101 -1.62927 -0.30329
H -1.83843 -0.88256 2.50765
H -3.11065 -0.12652 1.43129
H -2.09009 0.89067 2.52775
H 3.15208 1.10298 -0.19691
H 2.12064 2.50159 0.32702
H 2.75977 1.28657 1.51756
H -0.03519 -0.66510 -3.26360
H 0.50365 -2.09166 -2.34039
H -1.25243 -1.78141 -2.57730
```